Here is a gas-phase ion, C4H12NO (charge +1) from the OMol25 dataset. Energies are from wB97M-V/def2-TZVPD.

The value obtained for the HOMO energy is -14.7 eV. As for the energy relative to the best compared isomer or geometry (same formula, charge and spin): 102.0 kJ/mol. For the gap between HOMO and LUMO, the calculation gives 11.50 eV. Its SMILES is C[C@@H]([NH3+])CCO. As for the molar mass: 90.15 g/mol.

The geometry in ORCA input format:
```
! wB97M-V def2-TZVPD RIJCOSX def2/J DEFGRID3
* xyz 1 1
O 2.00285 -0.76243 -0.77661
N 0.56831 0.09637 1.31919
C -1.87682 0.14849 0.94226
C 1.09679 0.07831 -1.57409
C -0.31554 -0.16731 -1.02561
C -0.57442 0.53227 0.30940
H -2.84476 0.19723 0.46726
H 2.61218 -1.23290 -1.36733
H -0.30305 -1.25329 -0.87900
H 0.11231 0.00414 2.23283
H -0.44589 1.60602 0.36934
H -1.96660 0.72224 1.87637
H 1.27520 -0.12321 -2.61895
H -1.15097 0.05925 -1.68698
H 1.26526 0.83132 1.32920
H 0.89984 -0.85706 1.17907
H 1.50111 1.05331 -1.25885
H -1.85580 -0.93276 1.16250
*
```



Here is a gas-phase ion, C4H12NO (charge +2) from the OMol25 dataset. Energies are from wB97M-V/def2-TZVPD.

The value obtained for the HOMO energy (spin up / spin down) is -20.5 / -20.5 eV. As for the energy relative to the best compared isomer or geometry (same formula, charge and spin): 203.6 kJ/mol. For the gap between HOMO and LUMO (spin up / spin down), the calculation gives 12.25 / 5.58 eV. As for the expectation value of S²: 0.75. As for the molar mass: 90.15 g/mol.

The geometry in ORCA input format:
```
! wB97M-V def2-TZVPD RIJCOSX def2/J DEFGRID3
* xyz 2 2
O -0.94103 -1.97787 1.35705
N 1.39695 -0.33973 0.75443
C -0.05735 0.18389 0.74143
C -0.21083 1.43286 -0.20798
C 0.12559 1.01415 -1.64719
C -1.00596 -0.92193 0.36930
H -0.67670 -1.51346 -0.51955
H -0.35918 0.10605 -2.02481
H 1.52883 -1.04250 0.01550
H 2.13370 0.35124 0.56016
H -1.35353 -2.87663 1.16559
H 1.50493 -0.78678 1.66765
H 0.34445 2.23268 0.26578
H -0.10677 1.76542 -2.39991
H 1.19057 0.82022 -1.84309
H -0.15557 0.61571 1.73836
H -1.28652 1.60187 -0.25914
H -2.07155 -0.66519 0.26641
*
```